C5H5CrO15 | wB97M-V/def2-TZVPD

Properties
<S²> ... 6.01
Spin multiplicity ... 5
Relative energy (zero: lowest compared OMol25 entry of this formula, charge and spin) ... 0.0 kcal per mole
Charge ... -3
E_HOMO (alpha / beta) ... 0.0412 / -0.0064 Eh

Positions of all 26 atoms, in Å:
1 Cr -0.04719 -0.24752 0.17054
2 O -4.06875 -0.91224 -1.76941
3 C -3.04685 0.01173 -1.46756
4 O -3.26454 1.17673 -1.69336
5 O -2.02001 -0.55818 -0.97441
6 H -3.61062 -1.74884 -1.62817
7 O 1.77037 2.43933 -1.73210
8 C 0.53507 2.68003 -1.11758
9 O 0.22751 1.92757 -0.16779
10 O -0.09719 3.65183 -1.56880
11 H 1.72145 3.16396 -2.36789
12 O 2.20967 -0.90322 -3.50226
13 C 2.30717 -0.85228 -2.11949
14 O 3.39709 -1.00799 -1.60958
15 O 1.17085 -0.66218 -1.57525
16 H 1.32655 -0.56369 -3.68496
17 O -2.15412 0.43592 3.85058
18 C -2.08290 0.78131 2.49584
19 O -2.72141 1.75072 2.14433
20 O -1.35680 -0.01972 1.82851
21 H -1.60860 -0.35657 3.91478
22 O 1.87053 -2.67885 3.25244
23 C 2.16759 -1.76295 2.21699
24 O 3.38363 -1.55114 2.08830
25 O 1.19402 -1.33390 1.58078
26 H 2.79749 -2.85985 3.43551

Forces on atoms 1 to 6 (eV/Å):
-0.198 0.477 -0.216
-0.237 -0.363 -0.323
1.220 -0.200 0.805
-0.539 0.594 -0.432
0.168 -0.237 -0.224
-0.083 -0.030 0.156

Atomic partial charges in e from the Löwdin method, atoms 1 to 6: 0.977, -0.014, -0.790, 0.031, -0.106, 0.064